Entry from OMol25: 7 unconnected molecules or ions with the total composition C19H47NO9S6 at a distorted geometry (the ωB97M-V functional and the def2-TZVPD basis).

HOMO energy	-8.5	eV
energy	-105387.11558	eV
orbital gap	9.1	eV

Last column: Mulliken charge in e.
CARTESIAN COORDINATES (ANGSTROEM)
1 S -2.03767 2.89866 -4.28955  0.611
2 S 0.71099 4.92481 -9.31157  0.480
3 S -4.56580 -0.07657 -6.93267  0.479
4 S -1.21497 0.07596 -0.79475  0.655
5 S 0.28422 2.12746 2.00649  0.741
6 S 5.95789 -4.78852 6.28817  0.422
7 O 4.64059 -4.47015 5.68053  -0.474
8 O -2.09460 -0.55622 5.18464  -0.306
9 O -0.84100 0.67613 6.57662  -0.532
10 O -0.67824 5.06624 -8.80437  -0.576
11 O 1.75053 2.26718 1.79980  -0.728
12 O 0.12319 -0.41427 4.87347  -0.086
13 O -2.40442 0.92855 -0.51335  -0.615
14 O -5.14112 1.01560 -6.10760  -0.603
15 O -1.17708 1.73693 -4.67501  -0.716
16 N -3.49882 -2.36934 5.00511  -0.590
17 C -5.57600 -1.53897 -6.65608  -0.932
18 C 1.50671 -3.26524 4.52208  -0.522
19 C 1.78543 -4.61128 6.79518  -0.173
20 C -3.11504 -0.69121 -6.06847  -0.622
21 C -1.74773 4.19276 -5.49358  -0.795
22 C -2.43598 -1.79716 5.80605  -0.199
23 C -1.43040 -0.61635 -2.43833  -0.628
24 C 5.74322 -6.30672 7.22655  -0.962
25 C -0.10241 2.88853 3.58717  -1.024
26 C -0.51543 3.37384 0.99473  -0.915
27 C 6.97470 -5.51290 4.99491  -0.986
28 C 1.45895 6.55845 -9.26454  -0.924
29 C 2.06500 -1.84339 4.75850  -0.866
30 C 1.17304 -1.05136 5.67328  -0.563
31 C -1.43287 -1.46743 0.09699  -0.925
32 C -1.23043 3.72192 -2.91647  -0.533
33 C -0.92346 -0.05472 5.64355  0.550
34 C 1.69117 4.23314 -7.97290  -0.874
35 C 1.63774 -4.04410 5.74651  -0.353
36 H -0.63752 -2.15815 -0.18214  0.382
37 H -0.35451 3.10384 -0.04529  0.019
38 H -2.35589 0.08972 -6.07213  0.160
39 H -2.26269 5.09979 -5.17879  0.423
40 H 1.35022 3.21416 -7.80134  0.303
41 H 5.28208 -7.06520 6.59402  0.301
42 H 0.46342 -3.21732 4.20937  0.243
43 H 2.08777 -3.74446 3.73504  0.416
44 H 2.08273 -4.87033 7.78368  0.406
45 H -0.67760 4.37664 -5.58728  0.054
46 H 0.34757 2.27994 4.36896  0.234
47 H -1.18424 2.91433 3.72072  0.320
48 H 6.71228 -6.64746 7.59099  0.411
49 H -2.40683 -1.09819 -2.50959  0.271
50 H -0.07114 4.34845 1.20073  0.501
51 H -0.19186 3.93536 -3.17295  0.356
52 H 1.32922 6.99135 -8.27260  0.295
53 H -1.37148 -1.24842 1.16180  0.212
54 H -3.37576 -0.93402 -5.03798  0.093
55 H -3.64948 -3.31816 5.32653  0.260
56 H -0.63664 -1.33986 -2.62810  0.413
57 H -1.27453 3.05002 -2.06101  -0.230
58 H 1.70844 -0.26755 6.20575  0.288
59 H -1.76580 4.64268 -2.68685  0.433
60 H -5.67160 -1.71859 -5.58512  0.293
61 H -5.11501 -2.39502 -7.14883  0.338
62 H 0.70156 -1.67050 6.43345  0.470
63 H 0.31186 3.89646 3.61729  0.412
64 H 7.90730 -5.87644 5.42649  0.391
65 H -2.80480 -1.61447 6.81431  0.304
66 H 2.51731 6.47931 -9.51282  0.358
67 H 1.54721 4.82709 -7.07014  0.228
68 H 7.18878 -4.73430 4.26614  0.312
69 H -1.36540 0.19090 -3.16884  -0.066
70 H -1.54916 -2.43929 5.84472  0.206
71 H 5.09315 -6.08716 8.07065  0.281
72 H -3.19442 -2.39885 4.03953  0.229
73 H 2.74246 4.22436 -8.26046  0.396
74 H 3.01206 -1.97286 5.28005  0.434
75 H -2.14480 3.86576 -6.45205  0.373
76 H -1.58398 3.38100 1.20666  0.400
77 H -6.55751 -1.35381 -7.08719  0.329
78 H 2.23798 -1.33549 3.81478  0.416
79 H 0.95514 7.17626 -10.00453  0.316
80 H 6.43037 -6.32702 4.51637  0.303
81 H -2.73640 -1.57548 -6.58287  0.461
82 H -2.40976 -1.88931 -0.14014  0.334

Entry from OMol25: a molecular structure, C18H18N4O2PdS at a distorted geometry (the ωB97M-V functional and the def2-TZVPD basis).

HOMO energy (spin up / spin down)	-7.6 / -7.6	eV
energy	-43327.75142	eV
orbital gap (spin up / spin down)	7.1 / 7.1	eV

Last column: natural (NBO) charge in e.
CARTESIAN COORDINATES (ANGSTROEM)
1 Pd 0.28440 -0.61508 0.40412  0.995
2 S 0.77146 -2.98332 1.03560  -0.145
3 O 1.19258 0.65770 1.52136  -0.716
4 O -0.95769 -1.10225 -1.06312  -0.723
5 N 2.22570 -2.65170 -1.26242  -0.420
6 N 3.03454 -1.59925 0.49161  -0.594
7 N -1.44691 0.21130 0.99510  -0.298
8 N -2.57948 -0.07883 0.22628  -0.402
9 C -5.18419 -2.40493 -3.38802  -0.201
10 C -0.57557 1.03920 3.09087  -0.158
11 C 1.73132 1.35208 3.71117  -0.278
12 C -0.01501 1.80924 5.32091  -0.270
13 C 3.42290 -1.96764 -1.73813  -0.218
14 C -3.84311 -2.45648 -3.74394  -0.217
15 C -0.95179 1.45340 4.38134  -0.157
16 C -4.59496 -1.29945 -1.33315  -0.195
17 C 4.15312 -1.65156 -0.43669  -0.223
18 C 1.34192 1.75868 4.96830  -0.169
19 C -2.19310 -0.81867 -0.76947  0.544
20 C -2.87797 -1.93546 -2.89120  -0.203
21 C -5.55748 -1.82394 -2.18194  -0.216
22 C -1.63371 0.67963 2.16612  0.131
23 C 1.96792 -2.32244 0.04120  0.204
24 C 1.17374 -2.98555 -2.20658  -0.413
25 C -3.24882 -1.35579 -1.68388  -0.040
26 C 0.78088 0.98239 2.74668  0.353
27 H 1.58081 -3.62753 -2.98738  0.200
28 H 2.77425 1.31998 3.41993  0.217
29 H -2.00977 1.48787 4.62232  0.207
30 H -1.82887 -1.97144 -3.15442  0.224
31 H -2.66691 0.78279 2.48140  0.200
32 H 0.38191 -3.51264 -1.68215  0.245
33 H 4.68122 -0.70258 -0.47487  0.215
34 H -6.60233 -1.77970 -1.90071  0.213
35 H -5.93815 -2.81906 -4.04579  0.212
36 H -0.31977 2.12151 6.31079  0.215
37 H -4.87531 -0.84145 -0.39429  0.234
38 H 4.85630 -2.44342 -0.16768  0.191
39 H 3.16047 -1.06197 -2.29535  0.192
40 H 3.15455 -1.55270 1.48987  0.422
41 H -3.54956 -2.90198 -4.68665  0.212
42 H 0.74796 -2.08661 -2.65575  0.206
43 H 2.09581 2.04123 5.69373  0.212
44 H 4.00110 -2.61938 -2.38965  0.211

Entry from OMol25: a molecular structure, C37H32AgBrFN7O5 (the ωB97M-V functional and the def2-TZVPD basis).

HOMO energy	-6.6	eV
energy	-136314.86308	eV
orbital gap	4.6	eV

Last column: Mulliken charge in e.
CARTESIAN COORDINATES (ANGSTROEM)
1 Ag 0.18814 2.86751 -0.31434  0.876
2 Br 2.20543 6.00687 -0.94164  -0.135
3 F 0.61621 -3.84190 -2.50457  -0.353
4 O -3.35444 2.12835 1.84548  -0.806
5 O -2.18566 2.82886 0.05718  -0.781
6 O 7.49939 2.07184 -0.33476  -0.739
7 O 7.17855 2.42337 1.87945  -0.737
8 O -0.71083 0.70076 -1.19647  -0.630
9 N 2.57653 2.61945 0.02739  0.603
10 N -1.03191 -7.94917 -0.16006  -0.160
11 N 0.81733 2.60775 2.12002  -0.009
12 N -0.14770 5.33434 0.33692  -0.162
13 N 1.45707 2.56650 -2.44699  0.426
14 N -1.09391 -5.65899 -1.10002  0.286
15 N -3.28796 -1.76873 0.78492  0.173
16 C -2.20311 -3.70407 -0.22500  -0.293
17 C 1.50644 2.03267 -4.77135  -0.746
18 C 0.20686 3.32693 4.31120  -0.921
19 C -0.10031 2.79949 3.06700  0.088
20 C -1.50993 0.02271 -0.56821  1.171
21 C 0.86751 7.33409 1.17076  -0.590
22 C -1.44290 -1.46483 -0.70660  0.639
23 C 1.52307 3.67975 4.56408  -0.466
24 C 0.80736 6.23669 0.32272  0.265
25 C 0.84619 2.41717 -3.61747  -0.336
26 C 2.47680 3.48645 3.58066  -0.913
27 C -2.50867 0.49843 0.37313  -0.175
28 C -2.24211 -6.39515 -1.60649  -0.603
29 C -1.20520 -4.23551 -1.02270  -1.420
30 C -0.44641 -2.00069 -1.50929  -0.713
31 C -1.14449 5.49379 1.21907  -0.115
32 C 2.08557 2.93891 2.36226  0.229
33 C 3.40495 2.45424 -1.00041  0.738
34 C 4.43869 2.63189 1.50612  -0.583
35 C -2.38718 -7.66896 -0.75926  -0.750
36 C 3.07703 2.72138 1.25543  0.713
37 C -5.46991 -2.88578 0.39854  -0.962
38 C 6.83067 2.30903 0.68924  0.505
39 C -2.70447 1.96417 0.79925  0.085
40 C -1.18846 6.55344 2.10726  -0.789
41 C 0.14875 -6.29169 -1.52706  -0.731
42 C 5.31365 2.45159 0.44759  -0.760
43 C -3.31533 -0.40979 0.96274  0.018
44 C -4.35036 -2.57275 1.37752  -0.967
45 C 4.77966 2.37976 -0.82990  -0.666
46 C -0.33742 -3.35361 -1.67118  0.451
47 C -2.33674 -2.31974 -0.05124  -0.126
48 C 2.86792 1.78388 -4.68459  -0.427
49 C 2.76403 2.32226 -2.35403  -0.246
50 C 3.50502 1.92327 -3.46596  -0.765
51 C -0.16020 7.48405 2.08403  -0.233
52 C 0.03106 -7.79488 -1.21218  -0.666
53 H -4.72716 -2.00908 2.22931  0.469
54 H 1.80597 4.11293 5.51545  0.420
55 H -0.30430 -8.38124 -2.06517  0.338
56 H 0.36003 -6.17866 -2.59229  0.439
57 H -3.07803 -7.54691 0.07252  0.414
58 H -3.91844 -3.48643 1.78919  0.380
59 H 4.56064 1.71655 -3.37345  0.377
60 H -1.00014 -8.85651 0.30009  0.315
61 H 5.48079 2.25437 -1.64286  0.526
62 H 1.69198 8.02855 1.11155  0.386
63 H -3.14614 -5.79946 -1.52360  0.460
64 H -2.11516 -6.64986 -2.66651  0.291
65 H -0.15486 8.32152 2.77041  0.394
66 H 0.95877 -8.21701 -0.83511  0.375
67 H -0.87163 -7.21340 0.53442  0.379
68 H -5.09847 -3.44962 -0.45958  0.254
69 H 0.23006 -1.32219 -2.01619  0.672
70 H -4.04006 -0.04507 1.68131  0.478
71 H -0.57199 3.46843 5.04809  0.468
72 H -2.01233 6.63660 2.80236  0.440
73 H -1.12309 2.53945 2.80975  0.249
74 H 3.50544 3.77487 3.74234  0.357
75 H -0.21961 2.61647 -3.62036  0.407
76 H -2.67230 -8.54001 -1.34555  0.372
77 H 4.86218 2.67627 2.49994  0.528
78 H -5.91464 -1.96382 0.02408  0.309
79 H 3.43088 1.47906 -5.55800  0.434
80 H -2.85454 -4.38395 0.30795  0.490
81 H 0.96750 1.93347 -5.70364  0.410
82 H -6.25134 -3.47120 0.88452  0.389
83 H 0.97672 -5.85586 -0.97194  0.500
84 H -1.91103 4.72638 1.18280  0.488

Question: Among the records above, which one has the highest energy?
Answer: C18H18N4O2PdS